one | Density functional theory data (wB97M-V/def2-TZVPD) for a 3-piece molecular cluster, C2H10NO2 overall.

The geometry in ORCA input format:
```
! wB97M-V def2-TZVPD RIJCOSX def2/J DEFGRID3
* xyz 1 1
C -1.071 -0.682 1.667
C 0.312 1.208 1.092
N -0.091 0.032 0.852
H -0.556 -1.267 2.433
H -1.784 -1.284 1.087
H -1.870 0.004 2.104
H 0.001 1.960 1.789
H 1.021 1.654 0.406
H 0.428 -0.503 0.093
H -0.925 0.792 -2.642
H 0.357 1.575 -2.713
O -0.109 0.944 -2.148
H 0.949 -1.073 -1.804
H 1.831 -2.128 -1.191
O 1.505 -1.234 -1.025
*
```

The HOMO-LUMO gap is 11.48 eV. The calculation puts the LUMO energy at -4.424 eV.



two | Density functional theory data (wB97M-V/def2-TZVPD) for a 3-piece molecular cluster, C2H10NO2 overall.

The geometry in ORCA input format:
```
! wB97M-V def2-TZVPD RIJCOSX def2/J DEFGRID3
* xyz 1 1
C -1.192 -0.255 2.016
C -0.372 -1.162 -0.142
N -0.552 -0.218 0.709
H -0.433 -0.013 2.751
H -2.026 0.446 2.078
H -1.658 -1.226 2.168
H -1.127 -1.938 -0.228
H 0.569 -1.246 -0.605
H -0.018 0.635 0.433
H 1.908 -1.039 -2.308
H 1.390 -0.885 -3.677
O 1.248 -0.524 -2.792
H 0.061 2.804 0.058
H 1.529 2.529 -0.275
O 0.673 2.093 -0.188
*
```

The HOMO-LUMO gap is 10.14 eV. The calculation puts the LUMO energy at -5.030 eV.



The computed energies, referenced to the most stable structure and given in kJ/mol, are one 0.0; two 60.2.